Arrangement w

{"formula": "C17H27N5O3", "method": "ωB97M-V/def2-TZVPD", "species": ["C", "C", "O", "C", "C", "N", "C", "N", "C", "C", "C", "O", "N", "C", "O", "N", "C", "H", "H", "H", "C", "H", "H", "H", "C", "N", "C", "C", "C", "C", "C", "H", "H", "H", "H", "H", "H", "H", "H", "H", "H", "H", "H", "H", "H", "H", "H", "H", "H", "H", "H", "H"], "positions_angstrom": [[2.022, 3.639, 1.022], [1.458, 2.440, 0.264], [2.463, 1.627, -0.311], [3.146, 0.766, 0.578], [2.741, -0.701, 0.349], [1.329, -0.878, 0.556], [0.323, -0.842, -0.351], [-0.866, -0.965, 0.210], [-0.628, -1.074, 1.534], [0.732, -1.015, 1.794], [1.272, -1.089, 3.113], [2.448, -1.020, 3.430], [0.257, -1.244, 4.062], [-1.113, -1.318, 3.835], [-1.895, -1.459, 4.749], [-1.541, -1.221, 2.529], [-2.957, -1.285, 2.240], [-3.393, -2.139, 2.758], [-3.067, -1.384, 1.164], [-3.454, -0.379, 2.589], [0.651, -1.347, 5.457], [0.193, -0.543, 6.031], [0.317, -2.301, 5.866], [1.735, -1.275, 5.497], [0.580, -0.694, -1.813], [-0.636, -0.570, -2.583], [-0.396, -0.757, -4.002], [-1.722, -0.808, -4.753], [-2.500, 0.483, -4.530], [-2.669, 0.700, -3.031], [-1.309, 0.693, -2.344], [-1.442, 0.804, -1.267], [-0.701, 1.542, -2.714], [-3.174, 1.647, -2.833], [-3.271, -0.108, -2.613], [-3.473, 0.431, -5.021], [-1.948, 1.323, -4.962], [-1.532, -0.966, -5.817], [-2.303, -1.650, -4.375], [0.139, -1.701, -4.142], [0.232, 0.056, -4.416], [1.108, -1.594, -2.154], [1.259, 0.169, -1.960], [3.277, -1.323, 1.070], [2.993, -1.004, -0.668], [2.949, 1.028, 1.621], [4.219, 0.866, 0.387], [0.861, 2.785, -0.585], [0.810, 1.849, 0.925], [2.664, 4.222, 0.367], [1.207, 4.266, 1.371], [2.606, 3.316, 1.881]], "nbo_charge": [-0.64, -0.06, -0.55, -0.07, -0.24, -0.34, 0.50, -0.55, 0.42, -0.12, 0.65, -0.64, -0.45, 0.79, -0.63, -0.43, -0.41, 0.22, 0.23, 0.21, -0.42, 0.21, 0.21, 0.24, -0.29, -0.43, -0.21, -0.40, -0.40, -0.40, -0.23, 0.22, 0.15, 0.21, 0.21, 0.21, 0.19, 0.21, 0.20, 0.20, 0.16, 0.22, 0.21, 0.24, 0.21, 0.19, 0.19, 0.19, 0.16, 0.21, 0.21, 0.21], "e_homo_ev": -8.26, "gap_ev": 8.938}

---

Arrangement x

{"formula": "C17H27N5O3", "method": "ωB97M-V/def2-TZVPD", "species": ["C", "C", "C", "C", "N", "C", "C", "C", "C", "C", "O", "C", "C", "N", "C", "O", "C", "O", "N", "C", "C", "C", "C", "N", "N", "H", "H", "H", "H", "H", "H", "H", "H", "H", "H", "H", "H", "H", "H", "H", "H", "H", "H", "H", "H", "H", "H", "H", "H", "H", "H", "H"], "positions_angstrom": [[-0.648, 0.000, 7.253], [-0.897, 0.817, 5.992], [-0.028, 0.364, 4.827], [-0.285, 1.184, 3.573], [0.555, 0.774, 2.462], [0.336, -0.189, 1.544], [1.480, -0.205, 0.783], [1.795, -1.064, -0.414], [1.284, -2.495, -0.209], [3.314, -1.226, -0.636], [4.003, -0.118, -1.152], [3.428, 0.280, -2.375], [1.992, 0.689, -2.159], [1.205, -0.433, -1.631], [-0.139, -0.496, -1.835], [-0.910, -1.101, -1.109], [-0.681, 0.234, -3.074], [-0.672, 1.654, -2.836], [-1.835, 2.207, -3.405], [-2.625, 1.272, -3.738], [-3.951, 1.556, -4.353], [-2.126, -0.106, -3.393], [-2.302, -1.162, -4.473], [2.327, 0.734, 1.287], [1.763, 1.317, 2.297], [-1.271, 0.342, 8.080], [-0.867, -1.056, 7.083], [0.395, 0.076, 7.566], [-1.952, 0.746, 5.709], [-0.704, 1.875, 6.195], [1.030, 0.452, 5.090], [-0.216, -0.693, 4.612], [-1.325, 1.096, 3.253], [-0.073, 2.238, 3.750], [-0.586, -0.738, 1.482], [1.958, -2.990, 0.495], [0.274, -2.536, 0.178], [1.311, -3.040, -1.153], [3.770, -1.465, 0.323], [3.443, -2.082, -1.317], [4.008, 1.125, -2.744], [3.484, -0.540, -3.107], [1.972, 1.516, -1.442], [1.550, 1.046, -3.083], [-0.045, 0.022, -3.943], [-4.728, 0.962, -3.869], [-4.196, 2.612, -4.264], [-3.947, 1.288, -5.412], [-2.629, -0.435, -2.479], [-3.357, -1.342, -4.680], [-1.817, -0.861, -5.404], [-1.864, -2.106, -4.146]], "nbo_charge": [-0.60, -0.39, -0.40, -0.21, -0.16, -0.07, 0.04, 0.07, -0.60, -0.05, -0.51, -0.08, -0.25, -0.43, 0.69, -0.63, 0.00, -0.39, -0.10, 0.22, -0.65, -0.30, -0.60, -0.24, -0.07, 0.21, 0.20, 0.20, 0.19, 0.20, 0.21, 0.20, 0.21, 0.22, 0.24, 0.21, 0.24, 0.22, 0.21, 0.16, 0.20, 0.16, 0.22, 0.23, 0.18, 0.22, 0.24, 0.23, 0.25, 0.22, 0.21, 0.22], "e_homo_ev": -9.23, "gap_ev": 10.001}

---

Need the numbers? Relative energies in hartree: arrangement w 0.0000; arrangement x 0.1288.

---

Arrangement w

{"formula": "C4H14N", "method": "ωB97M-V/def2-TZVPD", "species": ["C", "N", "H", "H", "H", "H", "H", "H", "C", "C", "C", "H", "H", "H", "H", "H", "H", "H", "H"], "positions_angstrom": [[1.469, 2.583, -0.143], [0.744, 1.896, -1.268], [1.798, 1.803, 0.528], [2.258, 3.219, -0.522], [0.773, 3.227, 0.378], [0.049, 2.437, -1.796], [0.198, 1.091, -0.946], [1.399, 1.593, -1.991], [-0.762, -1.473, 1.828], [-0.276, -2.005, 0.371], [-1.161, -1.387, -0.624], [-1.828, -1.694, 1.848], [-0.428, -0.494, 2.086], [-0.262, -2.207, 2.496], [-0.289, -3.078, 0.246], [0.798, -1.727, 0.341], [-0.931, -1.776, -1.645], [-2.231, -1.693, -0.564], [-1.318, -0.317, -0.622]], "nbo_charge": [-0.42, -0.67, 0.23, 0.27, 0.25, 0.46, 0.42, 0.46, -0.43, -0.28, -0.63, 0.27, 0.24, 0.32, 0.29, 0.32, 0.36, 0.34, 0.22], "s_squared": 0.753, "e_homo_ev": [-21.28, -21.62], "total_charge": 2, "gap_ev": [13.852, 7.608], "multiplicity": 2}

---

Arrangement x

{"formula": "C4H14N", "method": "ωB97M-V/def2-TZVPD", "species": ["C", "C", "H", "H", "H", "H", "H", "H", "C", "N", "C", "H", "H", "H", "H", "H", "H", "H", "H"], "positions_angstrom": [[1.748, 2.509, -1.112], [1.139, 1.655, -0.054], [2.820, 2.423, -1.323], [1.356, 2.410, -2.128], [1.398, 3.584, -0.974], [1.324, 0.528, -0.251], [-0.061, 1.740, -0.086], [1.398, 2.027, 1.004], [-0.460, -0.975, 1.483], [-1.458, -1.725, 0.696], [-1.201, -2.010, -0.809], [-0.743, -0.967, 2.621], [-0.551, 0.129, 1.160], [0.466, -1.381, 1.173], [-1.594, -2.637, 1.103], [-2.395, -1.283, 0.814], [-0.249, -2.485, -0.924], [-2.013, -2.603, -1.362], [-0.923, -0.941, -1.032]], "nbo_charge": [-0.51, -0.63, 0.34, 0.44, 0.36, 0.28, 0.32, 0.39, -0.42, -0.51, -0.42, 0.29, 0.20, 0.23, 0.44, 0.45, 0.24, 0.30, 0.20], "s_squared": 0.753, "e_homo_ev": [-21.31, -21.33], "total_charge": 2, "gap_ev": [14.505, 6.474], "multiplicity": 2}

---

Need the numbers? Relative energies in hartree: arrangement w 0.0000; arrangement x 0.0535.

---

Arrangement w

{"formula": "CH2N2O2S", "method": "ωB97M-V/def2-TZVPD", "species": ["C", "N", "N", "O", "O", "S", "H", "H"], "positions_angstrom": [[1.620, -0.333, -0.237], [1.469, 0.851, -0.262], [-1.641, -0.214, -0.278], [-1.316, 0.038, 1.082], [-2.798, -0.264, -0.556], [1.675, -1.892, 0.049], [-0.391, 0.341, 1.165], [1.383, 1.472, -0.963]], "nbo_charge": [0.25, -0.69, 0.35, -0.58, -0.26, 0.03, 0.49, 0.41], "e_homo_ev": -10.03, "gap_ev": 10.159}

---

Arrangement x

{"formula": "CH2N2O2S", "method": "ωB97M-V/def2-TZVPD", "species": ["C", "N", "N", "O", "O", "S", "H", "H"], "positions_angstrom": [[-2.122, 0.816, 0.101], [0.116, -0.717, -0.046], [1.053, 0.081, -0.189], [0.684, 1.372, 0.005], [2.205, -0.118, -0.467], [-3.347, -0.036, -0.181], [-0.300, 1.383, 0.166], [0.390, -1.686, -0.191]], "nbo_charge": [-0.22, -0.52, 0.58, -0.54, -0.41, 0.24, 0.51, 0.36], "e_homo_ev": -10.46, "gap_ev": 9.878}

---

Need the numbers? Relative energies in hartree: arrangement w 0.0000; arrangement x 0.0887.